{"formula": "C10H13NO", "method": "ωB97M-V/def2-TZVPD", "homo_energy_ev": -7.831, "e_above_lowest_kcal_mol": 63.9, "fmax_ev_per_a": 6.77, "spin_multiplicity": 1, "lumo_ha": 0.035, "e_tot_ha": -518.74112, "symbols": ["C", "C", "C", "N", "C", "C", "C", "C", "C", "C", "H", "H", "H", "H", "H", "H", "H", "H", "H", "C", "O", "H", "H", "H", "H"], "coordinates": [[-2.140, 0.206, 2.846], [-1.896, -0.766, 1.622], [-2.664, -1.666, 0.890], [-1.958, -2.197, -0.251], [-0.730, -1.448, -0.231], [0.184, -1.630, -1.340], [1.367, -1.093, -0.931], [1.624, -0.386, 0.351], [0.670, -0.163, 1.299], [-0.637, -0.702, 0.968], [-1.369, 0.167, 3.670], [-3.233, -0.137, 3.243], [-2.469, 1.085, 2.357], [-3.526, -2.113, 1.155], [-2.378, -2.507, -1.056], [0.014, -2.236, -2.255], [2.185, -1.117, -1.627], [2.611, -0.295, 0.478], [0.814, 0.393, 2.162], [2.454, 2.392, -2.172], [1.360, 3.405, -2.273], [2.896, 2.398, -3.185], [3.236, 2.602, -1.349], [1.896, 1.531, -1.771], [1.688, 4.278, -2.600]], "forces_ev_per_a": [[-3.38, -4.01, -0.12], [0.03, -0.12, 0.52], [3.21, 1.06, -0.79], [1.93, 4.07, 5.05], [-1.96, -2.69, -2.29], [-0.26, 0.70, 2.98], [0.92, 1.13, 0.42], [-3.17, -2.15, -2.43], [-1.98, -1.27, -2.50], [1.72, -0.14, -1.65], [-0.93, 0.43, -1.24], [2.65, 0.56, -0.19], [0.75, 1.61, 0.12], [-3.02, -1.07, 0.77], [-1.13, -0.74, -1.96], [0.01, 0.70, 0.88], [0.57, -0.09, 0.00], [3.58, 1.23, 0.86], [0.47, 0.75, 1.56], [-0.71, 1.90, 0.94], [1.29, 0.28, 0.21], [0.05, -0.96, 0.73], [-1.07, 0.20, -1.38], [0.51, -0.07, -0.97], [-0.08, -1.31, 0.46]], "nbo_charge": [-0.639, -0.068, -0.045, -0.542, 0.167, -0.243, -0.206, -0.244, -0.168, -0.127, 0.236, 0.210, 0.234, 0.194, 0.398, 0.231, 0.198, 0.201, 0.211, -0.267, -0.747, 0.179, 0.163, 0.209, 0.462]}

=====

{"formula": "C15H13Cl3GeN3O9W", "method": "ωB97M-V/def2-TZVPD", "homo_energy_ev": [-15.688, -15.664], "s_squared": 0.760, "e_above_lowest_kcal_mol": 38.3, "fmax_ev_per_a": 0.77, "spin_multiplicity": 2, "lumo_ha": [-0.309, -0.358], "e_tot_ha": -4944.96412, "total_charge": 2, "symbols": ["W", "O", "C", "O", "C", "C", "C", "C", "C", "N", "C", "O", "O", "H", "H", "H", "N", "C", "C", "C", "N", "H", "H", "H", "H", "H", "H", "H", "H", "H", "H", "O", "C", "C", "O", "C", "C", "O", "C", "O", "O", "Cl", "Ge", "Cl", "Cl"], "coordinates": [[0.204, 0.683, -0.559], [-3.805, 1.595, -0.792], [-2.772, 1.053, -0.602], [-1.547, 1.572, -0.880], [-2.618, -0.352, -0.109], [-3.638, -1.258, 0.103], [-3.302, -2.595, 0.275], [-1.971, -2.999, 0.148], [-1.017, -2.030, -0.060], [-1.345, -0.735, -0.091], [0.419, -2.266, -0.435], [0.935, -3.336, -0.468], [1.014, -1.106, -0.774], [-4.664, -0.915, 0.082], [-4.076, -3.332, 0.440], [-1.678, -4.040, 0.165], [2.249, 1.303, 0.136], [3.324, 0.252, 0.158], [3.060, -0.826, 1.213], [2.024, -0.398, 2.232], [0.643, -0.227, 1.647], [2.539, 2.012, -0.536], [2.252, 1.784, 1.036], [4.256, 0.778, 0.362], [3.387, -0.177, -0.838], [3.983, -1.026, 1.756], [2.771, -1.765, 0.747], [2.295, 0.538, 2.716], [1.951, -1.148, 3.020], [0.099, 0.243, 2.368], [0.236, -1.157, 1.619], [1.322, -0.226, -6.736], [1.029, -0.073, -5.634], [-0.282, -0.608, -4.809], [-1.114, -1.254, -5.317], [-0.071, -0.082, -3.441], [1.049, 0.690, -3.322], [1.224, 1.258, -2.128], [1.897, 0.816, -4.458], [2.918, 1.321, -4.736], [-0.791, -0.269, -2.425], [0.469, 3.631, -0.532], [-0.345, 2.602, 1.203], [0.968, 2.905, 2.862], [-2.284, 3.164, 1.756]], "forces_ev_per_a": [[-0.15, -0.76, 0.02], [0.08, 0.11, -0.06], [-0.07, -0.05, 0.09], [0.26, 0.03, 0.25], [0.03, -0.03, 0.02], [-0.03, -0.02, 0.00], [0.00, -0.01, 0.00], [-0.02, -0.04, 0.00], [-0.05, 0.03, 0.00], [-0.01, -0.05, -0.09], [-0.17, -0.09, -0.09], [0.15, 0.06, 0.02], [-0.06, 0.22, 0.12], [0.00, 0.01, 0.00], [0.00, 0.00, 0.00], [0.00, 0.00, 0.00], [-0.04, 0.03, -0.07], [0.01, -0.05, 0.01], [0.00, 0.04, -0.01], [0.04, -0.05, 0.02], [-0.06, 0.07, 0.05], [-0.06, 0.01, -0.03], [-0.01, -0.02, 0.02], [0.01, 0.00, 0.00], [0.00, 0.03, -0.01], [0.00, 0.01, 0.01], [0.02, 0.00, 0.00], [0.01, 0.02, 0.02], [-0.03, 0.02, 0.01], [0.00, -0.01, 0.00], [0.01, -0.01, -0.03], [0.00, -0.01, 0.00], [0.09, 0.04, -0.09], [-0.16, -0.03, 0.10], [0.03, 0.00, 0.00], [-0.03, -0.03, -0.06], [0.02, 0.01, -0.09], [0.16, -0.07, 0.07], [0.06, 0.13, 0.07], [0.00, 0.00, 0.00], [-0.06, 0.00, 0.00], [-0.03, 0.49, 0.00], [0.02, -0.11, -0.34], [-0.02, 0.07, 0.02], [0.06, 0.01, 0.06]], "lowdin_spin": [0.008, 0.001, 0.000, 0.001, 0.000, 0.000, 0.000, 0.000, 0.000, 0.000, 0.000, 0.000, 0.000, 0.000, 0.000, 0.000, 0.000, 0.000, 0.000, 0.000, 0.000, 0.000, 0.000, 0.000, 0.000, 0.000, 0.000, 0.000, 0.000, 0.000, 0.000, 0.237, 0.128, 0.088, 0.134, 0.014, 0.030, 0.010, 0.114, 0.238, -0.004, 0.000, 0.001, 0.000, 0.000]}

=====

{"formula": "C59H66ClGaNO11", "method": "ωB97M-V/def2-TZVPD", "homo_energy_ev": -4.896, "fmax_ev_per_a": 3.17, "spin_multiplicity": 1, "lumo_ha": -0.014, "e_tot_ha": -5554.90814, "total_charge": -1, "symbols": ["C", "C", "C", "C", "C", "C", "C", "C", "C", "C", "C", "Ga", "C", "C", "C", "O", "C", "C", "C", "C", "C", "C", "C", "C", "C", "C", "C", "N", "C", "C", "Cl", "C", "C", "H", "H", "H", "H", "H", "H", "H", "H", "H", "H", "H", "H", "H", "H", "H", "H", "H", "H", "H", "H", "H", "H", "H", "H", "H", "H", "H", "H", "H", "H", "H", "H", "H", "H", "H", "H", "H", "H", "H", "H", "H", "H", "H", "H", "H", "H", "C", "C", "C", "O", "C", "C", "C", "O", "H", "H", "H", "H", "C", "C", "C", "O", "C", "C", "C", "O", "H", "H", "H", "H", "C", "C", "C", "O", "C", "C", "C", "O", "H", "H", "H", "H", "C", "C", "C", "O", "C", "C", "C", "O", "H", "H", "H", "H", "C", "C", "C", "O", "C", "C", "C", "O", "H", "H", "H", "H"], "coordinates": [[-2.702, -1.686, 2.900], [-1.418, -2.328, 3.621], [-1.665, -2.586, 5.163], [-1.112, -1.451, 6.103], [-1.857, -0.055, 5.898], [-1.005, 1.059, 6.624], [-0.984, 2.460, 5.896], [0.355, 2.610, 5.035], [0.259, 1.574, 3.835], [0.862, 2.217, 2.500], [0.610, 1.167, 1.337], [0.211, 2.042, -0.502], [1.987, 2.271, -1.521], [3.014, 1.094, -1.193], [4.058, 1.089, -2.382], [2.269, -0.137, -1.113], [3.090, -1.293, -1.013], [4.218, -1.216, 0.061], [5.632, -1.394, -0.301], [6.683, -1.320, 0.721], [6.400, -1.037, 2.127], [4.996, -0.862, 2.494], [3.959, -0.969, 1.488], [-0.785, 3.792, -0.107], [-2.262, 3.732, -0.044], [-2.986, 4.978, 0.285], [-2.180, 6.164, 0.526], [-0.827, 6.276, 0.452], [-0.187, 5.107, 0.150], [-0.925, 0.708, -1.637], [-1.329, 1.444, -3.280], [-2.187, 0.142, -0.876], [-2.375, -1.439, -1.095], [-2.469, -0.626, 2.594], [-3.542, -1.703, 3.643], [-3.012, -2.281, 2.004], [-0.509, -1.682, 3.486], [-1.254, -3.313, 3.107], [-1.099, -3.525, 5.427], [-2.755, -2.816, 5.333], [-0.004, -1.356, 5.984], [-1.331, -1.765, 7.159], [-1.945, 0.075, 4.791], [-2.895, -0.092, 6.319], [0.033, 0.688, 6.852], [-1.486, 1.232, 7.634], [-0.987, 3.293, 6.650], [-1.837, 2.545, 5.177], [1.248, 2.310, 5.649], [0.479, 3.656, 4.662], [-0.839, 1.451, 3.607], [0.766, 0.595, 4.027], [0.351, 3.202, 2.344], [1.970, 2.404, 2.606], [-0.264, 0.477, 1.553], [1.523, 0.522, 1.282], [2.475, 3.203, -1.111], [1.857, 2.393, -2.636], [3.485, 1.400, -0.213], [4.885, 0.343, -2.256], [3.560, 0.952, -3.383], [4.544, 2.107, -2.371], [3.525, -1.627, -2.002], [2.406, -2.134, -0.691], [5.888, -1.618, -1.366], [7.729, -1.483, 0.385], [7.175, -0.947, 2.917], [4.738, -0.656, 3.560], [2.901, -0.859, 1.816], [-2.807, 2.782, -0.233], [-4.098, 4.948, 0.362], [-2.742, 7.096, 0.806], [0.933, 5.158, 0.091], [-0.240, -0.161, -1.853], [-3.088, 0.654, -1.323], [-2.094, 0.322, 0.224], [-2.112, -1.967, -0.143], [-3.471, -1.588, -1.323], [-1.756, -1.787, -1.962], [3.555, 0.228, -6.489], [2.807, -0.119, -7.536], [3.157, 0.318, -8.908], [2.475, 0.004, -9.863], [4.368, 1.154, -9.070], [5.115, 1.501, -8.024], [4.766, 1.064, -6.653], [5.450, 1.379, -5.699], [3.314, -0.081, -5.480], [1.919, -0.729, -7.435], [4.609, 1.462, -10.080], [6.003, 2.111, -8.125], [4.768, -6.960, 4.624], [3.508, -6.584, 4.830], [3.056, -5.207, 4.523], [1.907, -4.864, 4.712], [4.061, -4.266, 3.977], [5.322, -4.641, 3.771], [5.773, -6.017, 4.078], [6.922, -6.362, 3.890], [5.116, -7.961, 4.844], [2.761, -7.260, 5.227], [3.714, -3.263, 3.757], [6.068, -3.964, 3.373], [-7.574, -1.961, 0.326], [-8.736, -1.360, 0.079], [-9.041, -0.799, -1.256], [-10.102, -0.249, -1.480], [-8.007, -0.933, -2.307], [-6.844, -1.534, -2.061], [-6.538, -2.095, -0.724], [-5.480, -2.644, -0.500], [-7.332, -2.376, 1.297], [-9.505, -1.253, 0.834], [-8.248, -0.517, -3.277], [-6.076, -1.639, -2.816], [8.513, -1.883, -7.915], [8.856, -2.793, -7.005], [9.070, -2.419, -5.587], [9.385, -3.248, -4.758], [8.885, -0.996, -5.221], [8.541, -0.086, -6.131], [8.329, -0.461, -7.548], [8.013, 0.368, -8.378], [8.354, -2.138, -8.955], [8.995, -3.837, -7.255], [9.043, -0.741, -4.181], [8.402, 0.958, -5.881], [-11.767, 2.466, -0.794], [-12.378, 3.521, -1.331], [-12.914, 4.612, -0.486], [-13.473, 5.573, -0.975], [-12.743, 4.487, 0.980], [-12.133, 3.433, 1.518], [-11.596, 2.340, 0.673], [-11.039, 1.382, 1.166], [-11.370, 1.659, -1.397], [-12.511, 3.630, -2.400], [-13.141, 5.294, 1.582], [-12.001, 3.325, 2.588]], "forces_ev_per_a": [[0.78, 0.10, 0.50], [-0.97, -0.12, -0.17], [0.92, -0.45, -0.24], [-1.74, -0.08, 0.14], [1.33, -0.85, -0.01], [-1.07, 0.55, 0.41], [1.68, 0.00, -0.06], [-0.77, -1.45, 0.15], [0.29, 2.09, -0.79], [-0.57, -1.60, 0.43], [0.26, 0.37, 0.11], [0.55, -0.39, -0.10], [0.72, -0.16, 0.44], [-0.61, 2.04, -1.65], [0.36, 0.25, 0.70], [1.26, -0.29, 0.14], [-0.08, -1.03, 0.76], [2.38, 0.15, 1.50], [-0.91, 0.25, 2.07], [-1.33, 0.20, 0.31], [-2.14, -0.16, -1.80], [0.81, -0.46, -1.77], [0.82, -0.20, -0.60], [-2.13, 1.48, 0.23], [1.35, 2.80, 0.59], [2.55, -1.21, -0.27], [-1.33, -0.64, -0.13], [-1.07, -2.08, -0.27], [-0.52, -1.23, -0.28], [0.28, -0.50, 1.23], [-0.14, -0.43, 0.39], [0.19, -0.68, -1.40], [-0.74, 1.18, 0.09], [-0.50, -1.05, 0.22], [0.56, 0.22, -0.79], [0.29, 0.61, 0.71], [-0.81, -0.61, 0.01], [0.17, 0.88, 0.60], [-0.58, 0.81, -0.15], [0.99, 0.41, -0.02], [-0.90, 0.04, -0.06], [0.50, 0.18, -0.73], [0.12, 0.34, 0.96], [0.85, -0.07, -0.36], [-0.91, 0.43, -0.47], [0.52, -0.30, -0.91], [-0.34, -0.72, -0.64], [0.52, 0.10, 0.81], [-0.78, 0.62, -0.31], [-0.10, -0.86, 0.22], [1.17, -0.29, 0.18], [-0.60, 0.72, 0.01], [0.40, -0.78, 0.00], [-1.05, -0.10, -0.05], [0.82, 0.72, 0.15], [-0.86, 0.41, -0.14], [-0.37, -0.68, -0.60], [0.13, -0.15, 1.11], [-0.24, -0.88, -0.86], [-0.67, 0.50, -0.21], [0.37, 0.08, 1.12], [-0.50, -1.01, -0.15], [-0.22, 0.59, 0.87], [0.53, 0.88, -0.36], [-0.12, 0.27, 1.12], [-0.85, 0.17, 0.37], [-0.48, -0.14, -0.90], [0.10, -0.17, -1.08], [0.89, -0.02, -0.32], [0.46, 0.82, 0.13], [1.07, 0.40, -0.02], [0.71, -0.84, -0.32], [-1.14, 0.13, 0.09], [-0.64, 0.98, 0.01], [0.79, -0.34, 0.84], [-0.21, 0.15, -0.91], [-0.16, 0.18, -1.02], [1.31, -0.36, 0.30], [-0.54, 0.20, 0.85], [-0.15, -0.13, -0.01], [0.04, -0.02, 0.17], [-0.14, -0.05, -0.16], [0.09, 0.02, 0.08], [0.13, 0.08, 0.07], [-0.02, 0.10, -0.23], [0.07, 0.07, 0.20], [0.03, -0.09, -0.14], [0.01, 0.04, 0.01], [-0.01, 0.03, -0.03], [-0.03, -0.02, -0.01], [0.01, -0.04, 0.04], [-0.18, -0.08, 0.07], [0.14, -0.18, 0.02], [-0.23, 0.14, 0.00], [0.12, -0.08, 0.01], [0.14, 0.09, -0.05], [-0.09, 0.13, -0.01], [0.22, 0.01, -0.07], [-0.12, -0.01, 0.05], [0.04, 0.02, -0.02], [-0.03, 0.04, -0.01], [-0.02, -0.01, -0.03], [-0.01, -0.01, -0.03], [-0.19, 0.07, 0.06], [0.06, -0.12, 0.18], [-0.11, 0.09, 0.00], [0.07, -0.09, -0.12], [0.15, -0.04, -0.07], [-0.11, 0.09, -0.18], [0.25, -0.09, 0.09], [-0.23, -0.04, -0.01], [0.05, 0.00, -0.02], [-0.02, 0.07, -0.05], [-0.03, 0.02, 0.02], [0.04, 0.00, 0.05], [0.03, -0.20, 0.00], [-0.04, 0.03, -0.21], [0.04, -0.12, 0.23], [-0.02, 0.06, -0.12], [-0.03, 0.17, -0.06], [0.06, 0.02, 0.19], [-0.06, 0.18, -0.05], [0.05, -0.10, 0.02], [-0.02, 0.04, 0.00], [0.01, 0.00, 0.05], [-0.01, -0.04, 0.00], [-0.07, -0.01, -0.04], [-0.04, 0.05, -0.23], [0.08, -0.15, 0.06], [-0.09, 0.17, -0.18], [0.04, -0.09, 0.08], [0.05, -0.08, 0.19], [-0.10, 0.18, 0.05], [0.13, -0.21, 0.02], [-0.08, 0.14, 0.04], [0.03, -0.04, 0.09], [-0.01, 0.04, 0.02], [-0.01, 0.02, -0.04], [0.03, -0.04, -0.02]], "lowdin_charge": [-0.111, -0.232, -0.229, -0.214, -0.197, -0.215, -0.209, -0.205, -0.221, -0.262, -0.219, 0.438, -0.186, -0.425, -0.064, -0.169, -0.182, -0.162, -0.041, -0.086, -0.099, -0.099, -0.033, -0.170, -0.078, -0.081, -0.206, 0.007, -0.185, -0.697, 0.419, -0.327, -0.103, 0.057, 0.062, 0.054, 0.095, 0.096, 0.097, 0.104, 0.104, 0.105, 0.073, 0.112, 0.102, 0.103, 0.096, 0.108, 0.101, 0.102, 0.094, 0.106, 0.080, 0.107, 0.036, 0.014, 0.051, 0.054, 0.140, 0.049, 0.067, 0.092, 0.122, 0.137, 0.101, 0.087, 0.091, 0.099, 0.097, 0.072, 0.080, 0.086, 0.093, 0.036, 0.079, 0.065, 0.052, 0.040, 0.069, 0.030, 0.026, -0.389, 0.096, 0.021, 0.008, -0.378, 0.100, 0.114, 0.124, 0.121, 0.115, 0.015, 0.018, -0.385, 0.105, 0.030, 0.027, -0.389, 0.099, 0.119, 0.120, 0.109, 0.114, 0.027, 0.024, -0.375, 0.082, 0.021, 0.029, -0.380, 0.103, 0.123, 0.120, 0.121, 0.126, 0.020, 0.020, -0.388, 0.105, 0.026, 0.022, -0.380, 0.094, 0.121, 0.121, 0.124, 0.123, 0.029, 0.021, -0.392, 0.097, 0.017, 0.020, -0.376, 0.104, 0.098, 0.121, 0.120, 0.120]}